Below is a cluster of 13 separate species, C47H94O29 in total in a non-equilibrium geometry, with properties calculated with ωB97M-V/def2-TZVPD.

## Properties
Charge: 0
ΔE to the lowest compared entry with this formula, charge and spin: 13.0 kJ/mol
LUMO level: 0.51 eV

```
170
Properties=species:S:1:pos:R:3:forces:R:3:lowdin_charge:R:1
C 24.888198 13.503402 15.607514 0.314 0.486 0.494 -0.03
C 17.010720 9.634051 13.477757 -0.192 -0.233 -0.935 -0.19
H 19.902991 13.940204 11.944912 -0.530 0.717 -0.668 0.08
C 23.852710 9.286991 14.398863 0.996 -1.112 -2.005 0.00
C 17.175011 14.959030 13.584959 0.199 1.713 -2.734 -0.59
C 31.282569 13.279971 14.120758 0.786 -1.403 0.497 -0.05
O 23.925395 17.065578 18.027829 0.901 0.659 0.356 0.00
C 26.052910 14.462441 18.992935 1.015 2.604 -1.131 -0.23
O 18.840957 12.506349 12.820457 -1.344 -0.437 0.685 -0.01
H 17.049347 9.239441 12.443950 -0.147 0.024 0.621 0.14
O 19.091007 10.348383 12.281892 1.655 -1.890 -1.203 0.15
O 22.987316 7.445023 15.647904 0.061 1.113 -2.570 0.01
C 25.429396 11.489439 11.644802 0.918 -1.765 -1.168 -0.63
C 23.025885 8.039465 14.544775 -0.895 -0.634 2.151 -0.45
C 22.242165 7.525464 13.347869 -0.880 0.262 0.359 -0.02
C 19.457603 7.199421 16.127995 0.098 1.144 1.624 -0.01
C 24.076781 18.467072 17.650484 0.343 -0.246 0.084 -0.02
H 20.891471 12.851037 12.704696 -0.164 -0.845 -0.176 0.10
H 20.372716 15.801662 17.919236 -0.651 -1.366 -0.151 0.11
H 22.950728 11.608798 8.663885 -0.298 -0.448 -0.229 0.09
O 25.110517 12.353312 12.386853 -0.404 1.430 1.045 0.14
H 18.814030 11.741935 15.988220 -0.238 0.289 -0.019 0.07
H 25.372840 14.666309 10.401888 0.235 0.004 -0.470 0.08
C 25.112691 16.435520 18.142451 -0.810 0.134 0.150 -0.62
O 12.458438 10.911716 17.555695 0.838 0.625 -1.609 0.00
O 26.632950 10.900644 11.570556 -0.161 -0.279 -0.447 0.01
O 17.479949 6.704404 14.955492 -0.249 -0.093 -0.540 0.07
H 14.899482 13.719043 11.708657 -0.081 -0.380 -0.818 0.08
C 28.005047 10.076238 15.916981 -0.074 0.189 0.158 -0.06
H 24.086883 16.552820 12.151043 -0.978 -0.575 -0.727 0.09
H 24.451056 9.359089 15.305658 0.069 0.582 -0.273 0.06
H 29.116078 15.932842 14.166938 0.149 -0.130 0.028 0.07
H 22.840231 10.937653 11.624051 0.329 0.204 -1.004 0.14
H 14.830709 9.500691 13.503983 0.195 0.201 0.175 0.09
O 25.996332 16.609996 13.599910 0.550 -0.154 0.402 0.04
C 19.743003 17.675075 17.593162 -1.879 0.217 -1.577 -0.06
H 26.194155 8.222303 19.061707 -0.326 -0.146 0.110 0.09
H 16.580587 11.706928 17.572847 -0.194 -0.089 -0.448 0.10
C 19.709844 11.303080 16.401789 -0.266 1.721 1.465 -0.05
H 21.590753 10.862421 9.548812 -0.228 0.401 0.093 0.08
H 20.737592 18.001557 17.458378 1.184 0.383 0.066 0.06
H 25.909316 12.376254 18.728969 -0.251 0.550 0.736 0.07
H 27.895100 15.144234 15.214820 0.102 0.295 -0.426 0.09
H 12.536481 9.683326 19.147057 -0.086 -0.380 0.287 0.09
C 17.992611 7.282179 15.882774 -0.408 -0.408 -0.725 -0.54
H 24.487791 9.104302 13.442154 -0.512 0.261 1.638 0.12
O 22.324913 14.620067 10.194519 -0.370 -0.298 0.178 0.05
H 22.946268 7.329149 12.549631 0.058 -0.161 -0.314 0.08
H 26.775232 14.379442 18.188546 -0.009 0.060 -0.418 0.12
H 28.542654 11.086577 12.174681 1.497 -1.097 -0.276 0.07
O 24.683154 10.891733 10.734888 -0.115 0.248 -0.518 0.05
H 19.106832 18.451539 17.958514 -0.227 0.772 0.404 0.08
H 21.274457 16.788193 14.493127 -0.990 -0.331 0.118 0.08
H 19.753390 6.215401 15.944505 0.704 -1.489 -0.919 0.07
H 26.989716 10.279032 15.565416 0.059 0.088 0.306 0.06
O 22.567335 12.909096 15.310237 -0.442 0.232 0.314 0.04
O 16.549149 15.428179 19.659707 -1.129 -0.451 0.267 -0.01
H 24.372640 14.700478 8.832888 0.347 -0.094 0.300 0.09
H 16.709525 11.986228 15.823997 0.288 -0.827 -1.647 0.03
H 19.932329 17.840578 13.864594 0.732 -1.009 0.069 0.10
H 31.630718 14.276559 13.941963 -0.032 0.513 -0.295 0.08
O 25.347649 9.961574 17.512171 0.926 0.780 -0.644 0.05
H 21.700665 6.623348 13.643995 0.322 -0.044 -0.119 0.08
H 15.100120 13.592299 15.807819 -0.704 -0.100 0.560 0.11
H 15.699408 8.268740 14.418328 0.069 -0.139 -0.256 0.06
C 13.594873 11.560706 17.738815 1.270 1.131 3.341 -0.57
H 20.690617 16.625335 12.874068 -0.200 -0.498 -0.636 0.04
H 25.189677 12.729986 16.331969 -0.305 0.260 -0.120 0.08
H 27.633375 11.286192 17.670680 -0.118 0.018 0.402 0.09
H 19.821678 11.608127 17.486475 -0.207 -0.364 -1.150 0.13
C 11.834756 10.348739 18.662588 0.507 1.159 1.825 -0.06
C 15.143251 14.213748 12.615360 -0.224 0.113 1.450 -0.03
C 15.085943 12.986161 16.734980 -0.184 2.677 -0.817 -0.23
H 26.568932 15.083604 19.717571 -0.240 0.197 0.355 0.13
C 17.864590 15.397416 19.567273 2.097 -1.238 1.816 -0.59
O 28.799490 12.311768 16.379011 0.865 -0.395 -0.065 0.02
H 27.804495 14.898569 13.444301 0.421 0.108 0.484 0.09
O 26.183656 16.941972 17.962245 0.520 0.100 -0.122 0.12
O 20.870643 13.842412 16.521700 0.153 -1.006 -0.775 0.13
O 24.884023 15.185444 18.514988 0.114 -0.311 0.246 0.03
O 17.262676 11.082561 13.352788 0.396 -1.037 0.246 0.04
C 20.347434 16.781796 13.877205 -1.113 1.812 0.421 -0.05
H 14.393408 14.993844 12.816742 0.349 -0.049 -0.105 0.10
C 23.409618 15.658858 12.010482 0.850 0.874 2.006 -0.02
H 19.347485 17.428688 16.590511 0.289 0.303 0.340 0.06
H 23.213164 14.255747 16.753859 -0.245 0.083 0.343 0.11
H 20.054273 16.568776 19.375866 -0.154 0.198 1.035 0.11
H 21.449088 8.214985 12.945208 0.974 -0.158 0.514 0.10
H 22.715072 9.536392 19.227523 0.374 -0.231 -1.519 0.11
C 29.978481 12.230269 15.759193 1.083 0.674 -0.947 -0.57
H 15.604557 9.857001 15.093656 -0.151 0.209 -0.208 0.06
O 18.641707 14.870280 20.382962 -1.764 1.050 -1.575 0.08
O 13.998506 12.097316 16.610926 -0.516 -0.963 -0.496 0.06
C 27.139164 16.792767 13.995926 -0.762 -1.204 -0.542 -0.49
H 18.671712 16.356856 15.194434 0.098 -0.621 -0.397 0.11
H 24.617698 13.086503 19.645631 -1.038 0.115 0.287 0.08
C 23.430385 13.970867 15.739789 1.697 -0.503 -0.337 -0.17
H 22.411733 15.835098 12.442367 0.506 -0.057 -0.416 0.06
H 32.098033 12.688716 14.608812 -0.633 0.580 -0.481 0.10
C 23.349454 15.074269 10.654796 -0.259 0.442 -0.653 -0.53
H 29.345318 10.663873 17.551675 -0.600 0.248 -0.162 0.13
O 30.165397 13.362689 14.998006 -0.657 -0.865 0.908 -0.05
O 14.161013 11.747497 18.846313 -1.638 -0.917 -2.639 0.06
C 15.700853 9.321635 14.144292 -0.213 0.271 0.290 -0.06
C 22.667974 10.877484 9.431667 -0.279 2.226 0.081 -0.04
H 23.225452 12.424731 10.813609 0.476 -0.104 -0.259 0.10
C 19.974790 12.885968 12.091613 1.275 0.187 0.218 -0.04
H 28.035829 9.042008 16.277444 0.093 0.191 -0.213 0.09
C 15.890626 14.652935 20.745949 1.050 1.761 -0.558 0.02
C 25.124093 8.384278 19.232729 0.141 -0.808 0.492 -0.02
H 17.707584 8.821309 17.333854 -0.625 -0.496 -0.335 0.09
C 27.625402 11.547990 12.324684 -1.398 2.675 -0.114 -0.04
H 17.170476 7.203009 17.835151 -0.188 0.913 -1.259 0.13
H 27.697182 18.403549 15.246417 -0.002 -0.419 -0.327 0.11
H 25.137266 13.150101 14.625564 -0.317 -0.421 -0.632 0.04
C 28.452820 11.041295 17.018686 0.172 -0.329 -0.727 -0.16
H 24.935725 8.589295 20.294375 0.032 0.501 -0.302 0.09
C 21.359044 12.946193 15.870511 -0.294 -1.621 0.446 -0.54
H 23.301993 14.805257 15.084671 -0.332 0.710 -0.376 0.11
H 16.057540 15.195472 21.681668 -0.031 -0.257 -0.143 0.10
H 22.807708 10.479862 17.729564 0.256 -0.097 -0.366 0.07
H 23.289729 10.172201 14.097163 -0.241 0.024 0.565 0.08
H 20.047386 12.326168 11.162047 0.233 0.130 0.042 0.10
H 27.687624 12.619917 11.964366 0.125 -1.013 0.550 0.12
C 25.662351 13.174521 19.479739 0.549 -3.515 0.434 -0.07
H 28.664081 10.229561 15.061775 0.135 -0.496 0.079 0.07
H 15.096471 13.496524 13.450218 0.208 0.187 -0.341 0.09
H 17.154561 13.189035 16.966322 -0.079 0.322 -0.271 0.09
C 19.656134 16.454377 18.395229 0.149 -0.625 0.363 -0.19
C 24.584873 15.144026 9.810341 -0.140 0.098 0.284 -0.01
H 19.640866 10.263034 16.303542 -0.052 -1.590 0.042 0.06
H 11.014803 9.842994 18.222503 -1.000 -0.505 0.203 0.08
H 16.139291 8.162791 16.640040 0.425 -0.205 0.086 0.07
H 23.131641 18.932795 17.880447 -0.161 0.114 0.187 0.08
H 11.572807 11.165715 19.407991 -0.040 -1.100 -0.882 0.13
H 26.921648 18.861356 13.781757 -0.113 0.242 -0.482 0.08
C 23.107709 9.517199 18.141745 -0.626 0.569 2.528 -0.01
H 22.906821 9.914847 9.139996 0.917 -1.966 -0.505 0.05
H 16.319466 13.689232 20.765406 0.442 -1.062 0.172 0.08
H 19.498074 14.878296 14.513113 -0.020 0.006 0.571 0.10
H 20.157426 7.927613 15.679261 -0.641 -0.279 0.091 0.09
H 14.843124 14.605650 20.506910 -0.236 0.121 -0.277 0.08
C 27.635348 18.152223 14.164203 0.132 1.435 1.669 -0.02
C 19.157144 15.891953 14.320303 1.320 0.208 -0.254 -0.20
C 16.429226 12.410660 16.731543 1.169 -0.581 3.108 -0.08
C 28.080035 15.622193 14.234381 -0.927 -0.177 -0.227 0.00
C 23.336606 11.345517 10.688150 -1.703 -0.633 2.111 -0.22
O 30.805988 11.339266 15.795025 -1.265 0.580 0.353 0.10
H 24.522198 7.486160 19.067747 0.357 -0.310 -0.120 0.09
C 17.166990 7.923108 16.936990 0.310 0.368 2.105 -0.03
O 18.217607 15.769951 13.230454 -0.457 -0.609 0.592 0.02
H 24.823046 16.205053 9.691862 0.216 -0.113 -0.024 0.09
H 27.308155 11.551056 13.350331 0.253 0.110 0.673 0.08
C 24.613375 9.365406 18.247175 -1.396 -0.026 -0.020 -0.51
H 26.171000 12.911839 20.427812 -0.216 0.112 -0.509 0.10
O 18.245457 16.032232 18.458442 0.920 0.195 -0.112 0.05
O 16.443908 14.775274 12.464593 0.315 0.071 0.273 0.00
H 24.941967 19.029565 18.087765 -0.835 -0.963 0.038 0.11
H 25.572800 14.369354 15.701905 -0.468 -0.207 0.374 0.07
H 24.214898 18.443110 16.591624 0.104 0.343 -0.822 0.08
O 16.917035 14.587727 14.670894 -0.302 -0.790 1.654 0.16
H 14.882181 13.656151 17.592506 0.312 -0.400 -0.400 0.14
H 30.983223 12.740881 13.209820 0.162 0.383 0.113 0.10
H 28.635657 18.318306 13.810230 0.415 -0.012 -0.466 0.08
H 23.956930 15.018314 12.726558 -0.301 -0.419 -0.459 0.08
O 20.840808 11.670599 15.657091 1.128 1.873 -0.175 -0.03
H 19.496599 7.254355 17.220815 0.688 0.446 0.037 0.08
H 22.615744 8.700268 17.620914 0.222 -0.117 -0.097 0.06
C 18.462664 11.213665 12.763129 -0.947 2.817 1.045 -0.62
H 17.848661 9.164997 14.000470 -0.089 0.297 0.050 0.11
```
Positions in Å, forces in eV/Å.